DFT (the ωB97M-V functional and the def2-TZVPD basis) results for a cluster of 15 separate species, C54H162N18O24P6 in total at a distorted geometry.

Calculated values
**Kohn-Sham gap**: 0.2941 Eh
**Charge**: 0
**LUMO**: -0.26 eV
**E_HOMO**: -8.26 eV

Element x y z (Å)
C1 -4.21 6.35 -1.67
C2 -2.97 5.44 -1.53
O1 -2.12 5.94 -0.51
O2 -3.78 7.55 -2.27
H1 -4.57 6.64 -0.68
H2 -5.02 5.97 -2.29
H3 -2.40 5.36 -2.46
H4 -3.00 4.40 -1.22
H5 -2.49 5.86 0.37
H6 -3.29 7.98 -1.57
C3 -1.62 1.16 5.40
C4 -1.01 2.58 5.44
O3 -1.79 3.69 4.92
O4 -2.86 0.96 5.93
H7 -0.90 0.57 5.97
H8 -1.60 0.78 4.38
H9 -0.02 2.67 5.00
H10 -0.81 2.71 6.50
H11 -1.64 4.30 5.65
H12 -3.38 0.43 5.33
C5 6.96 -1.40 -1.00
C6 5.46 -0.84 -1.42
O5 5.37 -0.76 -2.80
O6 7.20 -2.72 -1.41
H13 7.29 -1.35 0.03
H14 7.73 -0.81 -1.50
H15 5.38 0.20 -1.08
H16 4.65 -1.39 -0.96
H17 5.62 0.13 -3.08
H18 6.74 -2.83 -2.24
C7 1.12 -5.32 1.98
C8 -0.09 -4.41 1.59
O7 -0.31 -3.46 2.64
O8 0.99 -6.00 3.21
H19 1.98 -4.66 1.86
H20 1.23 -6.05 1.18
H21 -1.00 -5.01 1.60
H22 0.03 -4.08 0.56
H23 -0.76 -2.72 2.22
H24 1.04 -5.31 3.87
C9 -5.65 1.87 3.19
C10 -4.83 0.57 3.07
O9 -4.87 -0.19 4.28
O10 -6.99 1.59 2.85
H25 -5.29 2.59 2.46
H26 -5.49 2.12 4.24
H27 -3.79 0.91 3.01
H28 -5.04 -0.04 2.20
H29 -5.81 -0.32 4.46
H30 -7.19 0.81 3.38
C11 1.05 2.89 -4.72
C12 -0.12 2.58 -5.61
O11 -0.73 1.30 -5.38
O12 1.58 4.17 -5.21
H31 1.72 2.03 -4.68
H32 0.67 3.02 -3.70
H33 0.16 2.66 -6.66
H34 -0.88 3.36 -5.59
H35 -0.15 0.59 -5.66
H36 1.67 4.74 -4.44
C13 3.25 -2.86 -4.44
C14 4.39 -3.57 -5.21
O13 5.69 -3.41 -4.55
O14 3.40 -1.48 -4.45
H37 3.27 -3.22 -3.41
H38 2.25 -3.03 -4.84
H39 4.46 -3.17 -6.22
H40 4.32 -4.65 -5.27
H41 6.38 -3.67 -5.16
H42 4.28 -1.28 -4.11
C15 1.89 -3.46 6.11
C16 1.73 -1.93 6.18
O15 0.43 -1.49 5.83
O16 1.48 -3.93 4.86
H43 1.14 -3.89 6.77
H44 2.85 -3.82 6.48
H45 2.48 -1.53 5.51
H46 1.91 -1.62 7.21
H47 -0.13 -1.69 6.58
H48 0.96 -3.23 4.46
C17 0.09 -1.66 -6.51
C18 0.67 -2.57 -7.62
O17 1.52 -3.61 -7.08
O18 0.96 -0.63 -6.05
H49 -0.15 -2.42 -5.77
H50 -0.83 -1.15 -6.80
H51 1.28 -2.02 -8.34
H52 -0.22 -3.04 -8.02
H53 1.93 -4.08 -7.80
H54 1.76 -1.09 -5.79
O19 -6.85 2.37 -6.28
P1 -5.97 3.13 -5.32
N1 -6.75 4.00 -4.04
C19 -7.35 5.30 -4.26
C20 -7.42 3.25 -2.98
N2 -4.88 4.30 -6.13
C21 -3.95 5.16 -5.41
C22 -4.63 4.12 -7.55
N3 -4.88 2.08 -4.53
C23 -3.94 2.46 -3.46
C24 -4.29 0.97 -5.29
H55 -7.77 5.71 -3.34
H56 -8.22 5.13 -4.90
H57 -6.68 6.04 -4.69
H58 -8.23 2.60 -3.30
H59 -7.85 3.94 -2.26
H60 -6.69 2.61 -2.49
H61 -3.09 4.61 -5.02
H62 -3.66 6.01 -6.03
H63 -4.38 5.62 -4.52
H64 -5.23 4.81 -8.15
H65 -3.60 4.33 -7.85
H66 -4.73 3.09 -7.88
H67 -2.94 2.65 -3.86
H68 -4.27 3.40 -3.02
H69 -3.84 1.66 -2.72
H70 -3.91 0.22 -4.59
H71 -3.54 1.32 -6.00
H72 -5.13 0.48 -5.79
O20 -4.68 -5.24 -1.92
P2 -5.28 -3.87 -1.68
N4 -4.33 -2.61 -2.29
C25 -3.73 -2.89 -3.61
C26 -4.77 -1.18 -2.03
N5 -5.48 -3.51 0.03
C27 -4.30 -2.93 0.78
C28 -6.42 -4.33 0.86
N6 -6.83 -3.70 -2.40
C29 -7.77 -2.65 -1.99
C30 -7.02 -4.27 -3.75
H73 -3.39 -3.93 -3.56
H74 -2.90 -2.22 -3.84
H75 -4.50 -2.74 -4.36
H76 -5.73 -1.03 -2.52
H77 -3.95 -0.56 -2.39
H78 -4.99 -0.88 -1.01
H79 -3.62 -2.43 0.09
H80 -4.49 -2.32 1.66
H81 -3.76 -3.81 1.14
H82 -7.38 -4.49 0.36
H83 -6.06 -5.33 1.07
H84 -6.49 -3.80 1.81
H85 -8.76 -3.10 -1.87
H86 -7.35 -2.23 -1.08
H87 -7.89 -1.90 -2.78
H88 -6.30 -3.84 -4.44
H89 -8.06 -4.12 -4.04
H90 -6.84 -5.35 -3.76
O21 2.94 7.99 4.51
P3 2.59 7.05 3.39
N7 0.86 7.09 2.91
C31 -0.10 7.94 3.65
C32 0.20 6.13 1.96
N8 2.91 5.39 3.81
C33 2.12 4.80 4.90
C34 3.27 4.30 2.80
N9 3.51 7.39 1.94
C35 4.99 7.34 2.07
C36 2.96 7.49 0.56
H91 0.41 8.66 4.29
H92 -0.55 7.31 4.42
H93 -0.85 8.42 3.03
H94 -0.47 5.52 2.57
H95 0.78 5.39 1.40
H96 -0.30 6.61 1.12
H97 1.07 4.76 4.60
H98 2.43 3.80 5.21
H99 2.06 5.51 5.72
H100 3.50 4.65 1.79
H101 4.08 3.64 3.14
H102 2.42 3.63 2.65
H103 5.49 7.83 1.23
H104 5.25 7.81 3.02
H105 5.36 6.32 2.05
H106 2.77 6.47 0.25
H107 3.62 8.05 -0.11
H108 1.94 7.87 0.65
O22 -1.37 -1.64 0.87
P4 -0.46 -0.71 0.11
N10 -1.07 0.89 -0.04
C37 -2.42 1.11 0.46
C38 -0.24 2.08 -0.45
N11 -0.16 -1.24 -1.46
C39 -0.82 -2.45 -2.05
C40 0.80 -0.54 -2.30
N12 1.01 -0.48 0.95
C41 2.12 -1.45 0.69
C42 1.02 0.27 2.21
H109 -3.08 0.27 0.25
H110 -2.80 1.93 -0.15
H111 -2.50 1.39 1.51
H112 0.75 1.83 -0.86
H113 -0.03 2.77 0.36
H114 -0.84 2.71 -1.09
H115 -0.23 -3.36 -1.94
H116 -1.78 -2.51 -1.54
H117 -1.04 -2.36 -3.12
H118 1.80 -0.57 -1.88
H119 1.05 -1.08 -3.21
H120 0.35 0.42 -2.55
H121 2.06 -2.01 -0.24
H122 3.07 -0.93 0.80
H123 2.13 -2.26 1.42
H124 0.33 1.12 2.23
H125 2.03 0.66 2.32
H126 0.82 -0.34 3.08
O23 4.55 -7.23 -3.97
P5 3.25 -7.07 -3.26
N13 3.30 -5.71 -2.18
C43 2.09 -5.06 -1.63
C44 4.60 -5.25 -1.63
N14 2.95 -8.35 -2.16
C45 3.36 -8.46 -0.74
C46 2.47 -9.59 -2.69
N15 1.78 -6.82 -4.18
C47 0.48 -6.69 -3.55
C48 1.82 -6.54 -5.60
H127 1.42 -4.60 -2.36
H128 2.28 -4.24 -0.94
H129 1.56 -5.81 -1.04
H130 5.47 -5.67 -2.15
H131 4.67 -5.68 -0.63
H132 4.69 -4.17 -1.64
H133 2.67 -9.00 -0.09
H134 4.35 -8.91 -0.62
H135 3.56 -7.46 -0.35
H136 1.94 -10.26 -2.01
H137 1.69 -9.37 -3.42
H138 3.27 -10.16 -3.15
H139 -0.19 -7.51 -3.82
H140 0.68 -6.95 -2.51
H141 -0.09 -5.77 -3.70
H142 1.27 -7.28 -6.17
H143 2.84 -6.61 -5.97
H144 1.42 -5.54 -5.78
O24 2.81 1.53 8.15
P6 4.25 1.23 7.96
N16 4.65 0.73 6.32
C49 3.78 1.06 5.20
C50 5.96 0.23 5.93
N17 4.99 0.02 9.04
C51 4.63 -1.37 8.76
C52 4.83 0.33 10.48
N18 5.34 2.61 8.15
C53 6.77 2.37 8.48
C54 5.06 3.81 7.27
H145 2.97 1.70 5.54
H146 3.49 0.16 4.66
H147 4.27 1.73 4.49
H148 6.31 1.01 5.25
H149 5.99 -0.67 5.33
H150 6.66 0.28 6.76
H151 5.00 -2.11 9.47
H152 3.54 -1.36 8.83
H153 4.94 -1.66 7.76
H154 4.78 1.41 10.59
H155 3.89 -0.06 10.87
H156 5.76 0.03 10.97
H157 7.41 2.29 7.60
H158 7.27 3.21 8.95
H159 6.96 1.56 9.18
H160 4.01 4.08 7.36
H161 5.30 3.56 6.23
H162 5.67 4.65 7.61

Atom charges from the Mulliken analysis, given in e for atoms 1 to 6: -0.4890, 0.7885, -0.3593, -0.5418, 0.4838, 0.0316